Below is a 8-piece molecular cluster, C33H60F5O27P3 overall at a distorted geometry, with properties calculated with ωB97M-V with the def2-TZVPD basis set.

Results
Energy relative to the best compared isomer or geometry (same formula, charge and spin)   381.7 kJ/mol
LUMO level   0.005 Ha
HOMO level   -9.89 eV
Structure (SMILES)   O=C1OC[C@@H](F)O1.O=C1OC[C@@H](F)O1.O=C1OC[C@@H](F)O1.O=C1OC[C@@H](F)O1.O=C1OC[C@@H](F)O1.CCOP(=O)(OCC)OCC.CCOP(=O)(OCC)OCC.CCOP(=O)(OCC)OCC
Total energy   -131937.475 eV
Molecular weight   1076.728 g/mol

Last column: Mulliken charge in e.
Atoms and positions in Å:
O -0.300 4.770 -0.150  -0.4746
C -0.082 5.496 -1.067  0.6738
O -0.877 5.666 -2.140  -0.3143
C -0.281 6.669 -3.002  -0.3178
C 1.128 6.826 -2.455  0.6879
F 1.634 8.045 -2.690  -0.3019
O 0.979 6.370 -1.136  -0.3164
H -0.253 6.230 -3.996  0.1700
H -0.878 7.578 -2.972  0.3359
H 1.793 6.142 -2.992  -0.1060
O -0.992 2.340 -4.062  -0.4856
C -0.003 2.741 -4.598  0.5799
O 0.474 2.381 -5.765  -0.3451
C 1.809 2.800 -5.958  -0.1036
C 1.994 3.793 -4.771  0.3014
F 2.005 5.047 -5.328  -0.3630
O 0.832 3.641 -4.024  -0.1901
H 2.381 1.876 -6.021  -0.0588
H 1.843 3.375 -6.883  0.3365
H 2.804 3.669 -4.052  0.2754
O 1.416 -1.905 2.175  -0.1145
C 2.117 -2.623 2.836  0.4808
O 1.809 -2.981 4.094  -0.3091
C 2.676 -4.040 4.482  -0.3390
C 3.678 -4.144 3.351  0.1620
F 3.976 -5.397 2.969  -0.2898
O 3.136 -3.324 2.323  -0.2795
H 3.230 -3.739 5.368  0.2779
H 2.237 -5.037 4.535  0.2933
H 4.626 -3.653 3.591  0.2548
O -5.068 -1.394 2.390  -0.5559
C -4.143 -2.149 2.346  0.5276
O -2.961 -1.957 2.881  -0.2381
C -2.082 -3.027 2.509  0.0319
C -3.053 -4.121 2.176  0.5145
F -3.292 -4.908 3.257  -0.3652
O -4.221 -3.423 1.816  -0.3196
H -1.584 -2.655 1.610  -0.1852
H -1.287 -3.119 3.245  0.2868
H -2.524 -4.687 1.405  0.3261
O -2.125 1.554 2.543  -0.6345
C -1.399 1.357 1.614  0.5941
O -1.059 0.072 1.194  -0.2651
C -0.229 0.136 0.013  0.0485
C -0.243 1.617 -0.304  0.1024
F -1.196 1.866 -1.263  -0.2712
O -0.705 2.174 0.881  -0.3121
H 0.810 -0.179 0.139  0.2607
H -0.535 -0.517 -0.803  0.0437
H 0.690 2.015 -0.692  0.2704
C -5.264 0.813 -0.203  -1.4572
C -4.036 0.172 -0.852  1.0363
O -4.518 -0.846 -1.763  -0.4619
P -3.901 -2.308 -1.892  0.7843
O -2.590 -2.534 -1.213  -0.3937
O -5.022 -3.434 -1.628  -0.3498
C -4.767 -4.824 -1.784  0.4138
C -6.138 -5.417 -2.087  -1.3750
O -3.747 -2.316 -3.522  -0.4004
C -2.475 -2.207 -4.140  -0.0001
C -1.817 -3.595 -4.111  -1.1239
H -5.611 1.610 -0.863  0.4176
H -6.063 0.116 0.031  0.3677
H -4.927 1.355 0.683  0.3001
H -3.458 0.889 -1.433  0.1760
H -3.370 -0.289 -0.122  -0.4050
H -4.151 -4.996 -2.674  -0.1020
H -4.151 -5.290 -1.015  0.2239
H -6.670 -5.663 -1.164  0.3197
H -6.844 -4.731 -2.555  0.3360
H -6.188 -6.295 -2.731  0.3948
H -2.611 -1.846 -5.158  0.3457
H -1.987 -1.433 -3.541  0.0809
H -1.314 -3.904 -3.196  0.2096
H -2.606 -4.343 -4.240  0.3343
H -1.192 -3.911 -4.952  0.4377
C 2.705 -0.938 -6.779  -1.4682
C 2.388 -1.364 -5.381  0.2584
O 2.864 -0.452 -4.435  0.0217
P 3.161 -0.957 -2.924  -0.4975
O 2.164 -0.653 -1.896  0.5220
O 3.684 -2.455 -3.081  -0.2912
C 3.340 -3.574 -2.278  -0.1156
C 2.592 -4.559 -3.140  -1.0272
O 4.525 -0.177 -2.684  -0.3876
C 4.441 1.233 -2.562  0.4701
C 5.841 1.753 -2.148  -1.4337
H 2.405 -1.689 -7.510  0.3998
H 2.215 -0.018 -7.114  0.2666
H 3.761 -0.684 -6.901  0.3808
H 1.305 -1.528 -5.357  0.1100
H 2.871 -2.340 -5.290  0.2609
H 4.272 -4.076 -2.005  0.2108
H 2.852 -3.309 -1.339  0.3037
H 2.214 -5.322 -2.456  0.4139
H 1.697 -4.179 -3.637  0.1428
H 3.214 -4.961 -3.939  0.3167
H 4.078 1.721 -3.469  -0.0455
H 3.734 1.545 -1.789  0.1085
H 6.203 1.306 -1.227  0.3334
H 6.513 1.357 -2.917  0.3490
H 5.943 2.829 -2.276  0.3835
C 0.604 3.848 8.999  -0.9726
C 1.287 2.485 8.903  -0.2713
O 1.757 2.189 7.622  -0.4145
P 0.794 1.497 6.524  0.9014
O 0.418 0.106 6.858  -0.7238
O -0.438 2.489 6.469  -0.1248
C -1.618 2.186 5.681  0.2161
C -2.798 2.693 6.480  -1.4582
O 1.675 1.784 5.240  -0.3612
C 1.521 1.052 4.006  0.4866
C 2.162 1.999 2.985  -0.9222
H -0.285 3.999 8.389  0.1704
H 0.214 4.062 10.002  0.4022
H 1.235 4.735 8.902  0.2830
H 2.097 2.479 9.635  0.3481
H 0.596 1.743 9.317  0.2735
H -1.582 2.704 4.723  0.0600
H -1.769 1.147 5.384  0.3566
H -3.780 2.508 6.046  0.3667
H -2.837 2.423 7.535  0.3294
H -2.697 3.783 6.479  0.3449
H 1.998 0.079 4.105  0.0338
H 0.457 0.935 3.798  -0.0715
H 1.730 2.988 3.109  0.3304
H 3.226 1.821 2.846  0.4228
H 1.767 1.718 2.000  -0.0821

Force components x, y, z for each atom (eV/Å):
O 0.45 0.41 -0.66
C -0.64 0.43 0.52
O 0.56 0.39 -0.19
C -0.49 -0.75 -0.17
C -0.69 -1.90 -1.49
F -0.08 0.76 1.14
O 0.82 0.39 0.55
H -0.13 0.27 -0.11
H 0.10 0.07 0.06
H 0.16 -0.01 0.26
O 0.71 0.44 -0.83
C -1.67 -0.51 1.48
O -0.49 -0.85 -1.20
C -0.15 0.31 0.31
C -0.20 -0.68 -0.47
F 0.24 0.28 0.37
O 0.41 0.50 0.53
H 0.57 0.42 0.33
H 0.26 -0.13 0.00
H 0.39 0.19 -0.53
O 0.98 0.04 0.64
C -2.65 0.15 -1.49
O 0.42 -0.46 0.13
C 0.97 -0.28 -0.15
C 1.50 1.88 0.24
F -0.66 -0.21 -0.44
O 0.41 -0.82 0.11
H -0.45 -0.28 0.33
H -0.69 0.35 0.46
H 0.13 -0.35 0.13
O 0.51 -0.43 -0.45
C -1.32 0.02 0.50
O 0.75 0.56 0.63
C 0.22 1.91 -0.48
C 1.36 0.61 -0.11
F -0.38 -0.45 0.20
O 0.60 -0.62 -0.24
H -0.01 -0.38 -0.23
H -0.47 -0.55 0.38
H -1.22 -0.50 -0.37
O 0.60 0.46 -0.83
C -0.04 -3.49 0.70
O -0.25 -0.14 -0.28
C 0.70 0.09 0.20
C -0.91 -1.17 -0.73
F -0.04 0.22 -0.13
O 0.82 3.20 -0.45
H -0.10 -0.05 0.96
H -0.84 0.24 0.12
H 0.03 0.38 0.56
C 0.97 0.95 -0.32
C -0.64 -0.33 0.66
O -0.16 -1.51 0.16
P 1.51 0.26 -1.42
O -1.26 0.13 -0.11
O 0.80 2.13 0.51
C -0.07 -0.50 -2.18
C -1.07 -0.60 0.91
O -1.39 -0.81 0.92
C 0.61 -0.36 0.90
C -0.16 -0.98 -0.50
H -0.39 -0.25 -0.14
H 0.18 -0.10 0.08
H -0.14 -0.29 0.26
H -0.07 -0.04 -0.05
H -0.06 -0.04 0.03
H 0.01 0.39 -0.15
H -0.63 0.34 0.69
H 0.18 -0.21 0.09
H 0.62 0.52 -0.18
H 0.63 -0.15 0.18
H -0.20 -0.05 0.07
H 0.80 -0.19 -0.47
H 0.01 0.58 0.16
H -0.36 0.25 0.18
H 0.39 0.87 -0.07
C 0.46 1.38 -0.94
C -0.71 -1.42 -1.60
O 0.00 -0.26 1.29
P 0.94 0.02 -0.11
O -0.36 -0.36 -0.40
O -0.12 1.76 -0.18
C 0.20 -0.83 -0.13
C -0.92 -0.20 0.31
O -0.10 -0.12 -0.07
C 0.75 1.44 1.29
C -0.14 -1.02 -1.88
H 0.16 -0.20 0.17
H -0.39 -0.06 0.33
H 0.13 -0.48 0.04
H 0.02 0.19 0.65
H -0.07 0.06 0.51
H 0.14 0.35 0.08
H -0.31 0.29 -0.28
H 0.25 -0.41 -0.32
H 0.04 0.46 0.22
H 0.17 -0.21 0.26
H 0.31 -0.31 -0.36
H -0.19 -0.47 0.12
H -0.31 0.48 0.31
H 0.14 -0.03 0.02
H -0.23 0.08 0.69
C -0.50 1.09 0.78
C -1.05 0.94 1.67
O -0.21 -0.36 -1.40
P 0.42 -0.46 1.34
O 0.32 0.68 -0.72
O -0.11 -0.30 -0.57
C -0.90 -0.14 -0.06
C -0.20 1.30 0.07
O -0.14 -0.41 0.86
C 0.19 1.16 -0.06
C -1.24 -1.70 -1.33
H 0.27 -0.35 -0.43
H 0.08 -0.75 0.27
H 0.45 -0.37 -0.68
H 0.45 -0.05 -0.50
H -0.09 -0.28 -0.56
H 0.29 0.29 0.14
H 0.64 -0.30 0.59
H 0.19 -0.36 -0.26
H 0.30 -0.51 -0.13
H -0.12 0.07 0.14
H -0.03 0.02 -0.11
H 0.03 -0.21 -0.05
H 0.82 0.28 0.36
H 0.18 0.81 0.64
H -0.05 -0.20 -0.04


Below is a 2-piece molecular cluster, C5H12BrPS overall at a distorted geometry, with properties calculated with ωB97M-V with the def2-TZVPD basis set.

Results
Energy relative to the best compared isomer or geometry (same formula, charge and spin)   141.8 kJ/mol
LUMO level   0.024 Ha
HOMO level   -8.38 eV
Structure (SMILES)   C=C(C)C.CP(S)Br
Total energy   -95545.304 eV
Molecular weight   215.096 g/mol

Last column: Mulliken charge in e.
Atoms and positions in Å:
C -1.040 -0.124 1.731  -0.7480
C -1.236 -0.466 0.480  0.7475
C -2.100 0.291 -0.470  -1.6049
C -0.750 -1.773 -0.177  -1.3303
H -1.280 0.855 2.188  0.2889
H -0.348 -0.720 2.314  0.3530
H -3.155 0.111 -0.363  0.3815
H -2.049 1.346 -0.433  0.4380
H -1.968 0.079 -1.572  0.3358
H -0.018 -1.476 -0.887  0.3083
H -1.689 -2.061 -0.592  0.4732
H -0.375 -2.444 0.467  0.4058
C 1.571 0.794 -1.509  -1.1409
P 1.683 0.178 0.292  0.4478
S 2.227 2.009 1.266  -0.3221
Br 3.573 -0.918 0.101  -0.2666
H 0.455 1.107 -1.593  0.2173
H 2.230 1.701 -1.693  0.4195
H 1.877 0.052 -2.106  0.4223
H 2.393 1.461 2.559  0.1741

Force components x, y, z for each atom (eV/Å):
C 0.86 0.96 1.10
C -0.55 -0.92 -1.01
C -0.39 -0.01 -1.98
C -2.10 3.77 -0.18
H -0.32 -0.72 -0.50
H -0.20 -0.14 0.19
H -0.61 -0.50 0.50
H 0.44 1.32 0.51
H 0.44 -0.20 1.13
H 0.44 -0.16 -1.09
H -0.22 -1.11 -0.95
H 1.32 -2.42 2.34
C -1.97 4.65 3.47
P 0.09 0.60 -0.45
S 0.25 -0.60 0.94
Br 1.11 -0.42 -0.12
H 1.90 -0.61 -0.34
H -0.83 -1.05 0.29
H 0.71 -2.90 -2.33
H -0.36 0.46 -1.52


Below is a 2-piece molecular cluster, C4H13NO2 overall at a distorted geometry, with properties calculated with ωB97M-V with the def2-TZVPD basis set.

Results
Energy relative to the best compared isomer or geometry (same formula, charge and spin)   239.9 kJ/mol
LUMO level   0.026 Ha
HOMO level   -8.46 eV
Structure (SMILES)   CCCNCO.O
Total energy   -9941.710 eV
Molecular weight   107.153 g/mol

Last column: Mulliken charge in e.
Atoms and positions in Å:
C -0.985 1.699 -1.873  -1.0197
C 0.257 0.739 -1.686  -0.1635
C 0.896 1.071 -0.384  -0.7159
N 0.274 0.353 0.689  0.0313
C 1.217 -0.142 1.582  -0.5364
O 0.858 -1.199 2.434  -0.5653
H -0.676 2.742 -1.713  0.3198
H -1.614 1.518 -0.813  0.1825
H -1.613 1.491 -2.741  0.3299
H 0.879 1.018 -2.604  0.2574
H 0.219 -0.380 -1.715  0.1254
H 1.946 0.791 -0.445  0.3869
H 1.016 2.142 -0.081  0.3204
H -0.616 0.308 1.108  0.1349
H 2.118 -0.620 1.077  0.2927
H 1.636 0.533 2.306  0.3057
H 0.531 -1.999 1.823  0.3241
O -2.082 -2.103 -0.533  -0.6193
H -2.773 -1.518 -0.797  0.3012
H -1.495 -2.278 -1.273  0.3077

Force components x, y, z for each atom (eV/Å):
C -1.16 -2.07 4.05
C 0.09 1.72 -2.71
C 0.38 1.21 0.67
N 1.49 -1.59 0.17
C 3.30 -2.31 0.72
O -2.65 -3.08 -1.56
H 0.07 -0.41 -0.75
H 0.92 0.40 -2.94
H 0.09 0.31 0.19
H -0.09 -0.39 1.34
H -0.95 1.02 -0.09
H 0.03 -0.57 0.30
H -0.58 -0.20 -0.92
H -1.35 0.94 -0.48
H -0.73 1.29 -0.38
H 0.17 1.09 0.34
H 0.98 2.65 2.02
O 0.71 -0.82 0.76
H -0.48 0.56 -0.58
H -0.24 0.26 -0.15


Below is C4H11Br2N as an isolated structure at a distorted geometry, with properties calculated with ωB97M-V with the def2-TZVPD basis set.

Results
Energy relative to the best compared isomer or geometry (same formula, charge and spin)   15.1 kJ/mol
LUMO level   0.027 Ha
HOMO level   -9.40 eV
Total energy   -145901.491 eV
Molecular weight   232.947 g/mol

Last column: Mulliken charge in e.
Atoms and positions in Å:
Br 1.762 0.671 -1.891  -0.1251
Br -0.991 -0.905 -2.002  -0.1078
C 1.487 -2.089 -1.269  -1.2857
C 0.736 -0.785 -1.144  0.1132
H 2.457 -2.017 -0.750  0.3583
H 1.671 -2.336 -2.328  0.3824
H 0.903 -2.906 -0.813  0.3580
H 0.531 -0.501 -0.092  0.3158
N 0.496 0.876 1.229  -0.5982
C -1.936 0.688 1.070  -0.9921
C -0.712 1.501 0.677  -0.2490
H 1.328 1.419 0.971  0.1909
H 0.454 0.891 2.254  0.2190
H -1.831 -0.350 0.710  0.2274
H -2.850 1.121 0.632  0.2940
H -2.046 0.670 2.168  0.3406
H -0.609 1.502 -0.425  0.2048
H -0.850 2.550 1.003  0.3535

Force components x, y, z for each atom (eV/Å):
Br 0.16 0.13 -0.11
Br -0.18 -0.12 -0.31
C 0.24 -0.38 -0.19
C -0.08 -0.38 0.59
H -0.37 0.02 -0.18
H -0.06 0.07 0.43
H 0.18 0.34 -0.16
H 0.28 -0.19 -0.77
N 0.32 0.71 0.89
C -0.15 -0.13 0.03
C -0.15 0.21 -0.28
H -0.40 -0.26 0.10
H 0.01 -0.04 -0.47
H -0.12 0.40 0.20
H 0.33 -0.20 0.20
H -0.03 -0.01 -0.34
H -0.09 0.13 0.53
H 0.12 -0.31 -0.15